{"formula": "C10H25O3SeSi2Tc", "method": "ωB97M-V/def2-TZVPD", "homo_energy_ev": [-12.1336, -11.3028], "e_above_lowest_ev": 0.0000, "spin_multiplicity": 4, "total_energy_ev": -100210.9274, "charge": 1, "s2": 3.86, "species": ["Tc", "C", "C", "C", "O", "C", "O", "O", "H", "H", "H", "H", "H", "H", "H", "C", "Si", "C", "C", "H", "H", "H", "H", "H", "H", "H", "H", "H", "C", "Si", "C", "C", "Se", "H", "H", "H", "H", "H", "H", "H", "H", "H"], "xyz": [[-11.824, -9.003, -2.738], [-8.134, -8.295, -2.236], [-9.221, -7.667, -3.117], [-8.764, -6.424, -3.756], [-10.423, -7.409, -2.378], [-9.657, -8.640, -4.303], [-8.826, -9.402, -4.811], [-10.970, -8.646, -4.586], [-8.254, -9.388, -2.246], [-7.999, -7.906, -1.210], [-7.223, -8.069, -2.850], [-8.339, -5.764, -3.017], [-9.538, -5.909, -4.390], [-7.877, -6.692, -4.413], [-10.294, -6.695, -1.717], [-16.173, -10.143, -4.505], [-15.022, -8.810, -3.720], [-13.924, -7.972, -4.899], [-15.870, -7.400, -2.867], [-16.525, -9.604, -5.415], [-16.987, -10.409, -3.813], [-15.695, -11.054, -4.817], [-14.528, -7.322, -5.567], [-13.264, -8.570, -5.451], [-13.255, -7.223, -4.445], [-16.106, -6.500, -3.485], [-15.298, -7.047, -1.991], [-16.877, -7.734, -2.451], [-13.218, -11.513, 1.007], [-12.395, -10.419, -0.317], [-11.594, -8.710, 0.002], [-11.016, -11.423, -1.226], [-13.926, -10.117, -2.105], [-12.911, -11.340, 2.063], [-13.098, -12.582, 0.797], [-14.308, -11.379, 1.156], [-11.234, -8.687, 1.061], [-12.316, -7.855, -0.089], [-10.786, -8.488, -0.696], [-11.400, -11.848, -2.198], [-10.689, -12.340, -0.710], [-10.106, -10.825, -1.297]], "forces_ev_per_a": [[0.6256, 1.4827, -1.3709], [0.7131, -0.2837, -1.3741], [0.0985, -1.0802, -0.8476], [1.2197, 1.0892, -2.0078], [-0.5953, 0.4426, 0.4897], [1.2286, -2.4161, -0.1080], [-1.7669, 2.2128, 0.9932], [0.5870, -0.2327, 1.4556], [0.1350, 0.3375, 0.2949], [-0.3516, 0.0754, -0.5919], [-0.4005, -0.5307, 0.9967], [-0.0668, 0.5869, 0.3185], [0.7144, -0.5453, 0.7469], [-1.1633, 0.3631, 0.5445], [-0.2090, -0.5754, -0.5160], [0.3140, 1.5263, 0.3923], [-1.6134, 0.0516, -0.2600], [0.3632, 1.5848, -0.0469], [-1.8759, 0.2580, 1.0760], [-0.1904, -0.5074, 0.5690], [0.1383, 0.2944, -0.3971], [0.4297, -0.2824, -0.1297], [0.0025, -0.6765, 0.1733], [0.6969, -0.9614, -1.1327], [-0.2296, -0.1599, 0.3278], [0.4016, -0.8350, 0.1600], [-0.0964, -0.1322, -0.3508], [1.1742, 0.3433, -0.3882], [-0.9530, 0.6068, 0.9235], [1.0750, -0.9430, 0.0240], [-1.3212, 0.3929, 1.3189], [-0.9273, -0.7057, -0.0823], [-0.4474, -1.3021, -0.0755], [0.5631, 0.0403, -0.7786], [0.2860, 0.3039, -0.2250], [0.3509, 0.1824, -0.6743], [0.0612, 0.0542, -0.7921], [0.3968, -0.7567, 0.2104], [0.3136, -0.4154, 0.6563], [0.6041, 0.7719, 0.6820], [-0.2483, 0.2909, 0.3027], [-0.0367, 0.0497, -0.5063]]}